21
Properties=species:S:1:pos:R:3:lowdin_charge:R:1 method="wB97M-V/def2-TZVPD" energy_ha=-324.8098 total_charge=+1 orbital_gap_ev=10.07 de_lowest_kcal_mol=34.54
C -1.77 0.58 0.08 -0.147
C -1.17 0.84 1.45 -0.292
N -1.95 1.89 2.09 0.013
N -1.15 -0.66 -0.54 0.148
H -2.84 0.38 0.16 0.130
H -1.62 1.38 -0.63 0.131
H -1.18 -0.11 2.01 0.122
H -0.13 1.16 1.36 0.113
H -1.40 2.31 2.82 0.082
H -2.75 1.48 2.56 0.084
H -1.63 -1.50 -0.20 0.159
H -1.19 -0.65 -1.55 0.158
C 2.11 -0.37 -1.30 -0.260
C 2.96 -0.96 -2.13 0.029
N 1.57 -0.98 -0.11 -0.005
H 1.74 0.62 -1.52 0.104
H 3.42 -0.34 -2.89 0.066
H 3.24 -2.00 -2.10 0.068
H 1.95 -1.91 0.03 0.108
H 1.88 -0.43 0.69 0.104
H -0.10 -0.73 -0.27 0.083